1.
15
Properties=species:S:1:pos:R:3 method="wB97M-V/def2-TZVPD" e_lumo_ev=0.463 smiles="C=C1NC(=O)N(C)C1=O" multiplicity=1 total_charge=0 relative_energy_kcal_mol=42.8 homo_energy_ev=-9.4
C 2.312 0.868 -0.441
C 1.098 0.706 0.064
N 0.159 1.635 0.426
C -0.981 0.911 0.697
O -2.057 1.345 1.032
N -0.785 -0.478 -0.075
C -1.607 -1.585 -0.430
C 0.444 -0.621 0.511
O 1.020 -1.646 0.839
H 2.738 1.853 -0.590
H 2.911 0.000 -0.695
H 0.190 2.636 0.293
H -2.635 -1.378 -0.112
H -1.520 -1.705 -1.514
H -1.288 -2.541 -0.004

2.
16
Properties=species:S:1:pos:R:3 method="wB97M-V/def2-TZVPD" e_lumo_ev=1.006 smiles=Cc1ccc(C)[nH]1 multiplicity=1 total_charge=0 relative_energy_kcal_mol=30.6 homo_energy_ev=-7.6
C -2.456 -0.205 -0.268
C -1.056 0.047 0.184
C -0.454 1.217 0.589
C 0.880 0.911 0.919
C 1.142 -0.384 0.537
C 2.298 -0.456 -0.457
N -0.094 -0.927 0.166
H -3.029 -0.854 0.405
H -2.998 0.743 -0.355
H -2.440 -0.683 -1.253
H -0.860 2.209 0.482
H 1.681 1.607 1.132
H 2.221 -1.312 -1.124
H 2.181 0.450 -1.079
H 3.299 -0.448 -0.025
H -0.315 -1.914 0.146

3.
120
Properties=species:S:1:pos:R:3 method="wB97M-V/def2-TZVPD" e_lumo_ev=-0.591 multiplicity=1 total_charge=0 relative_energy_kcal_mol=204.4 homo_energy_ev=-10.6
H 1.018 1.089 4.994
H 1.357 1.057 6.569
O 0.811 1.483 5.889
H -3.333 2.830 -3.954
H -4.045 4.023 -3.624
O -3.105 3.757 -3.730
H -1.917 -1.196 -4.452
H -3.205 -1.293 -5.344
O -2.235 -0.961 -5.339
H 0.814 -1.361 3.296
H 0.268 -2.830 3.481
O 1.070 -2.339 3.178
H 2.027 0.067 -4.270
H 1.725 -0.654 -3.024
O 2.495 -0.510 -3.613
H -4.319 -3.745 2.239
O -4.357 -3.214 1.431
H 0.244 1.922 -1.551
O -0.098 1.087 -1.171
H 0.762 -4.894 -0.868
H 0.913 -6.297 -0.756
O 1.224 -5.509 -0.272
H 5.602 -1.563 -3.437
H 4.790 -0.280 -3.240
O 5.642 -0.618 -3.616
H -1.243 -5.083 2.962
H -2.593 -5.155 2.268
O -2.180 -5.047 3.181
H -1.960 4.951 -0.320
H -2.646 6.074 0.519
O -2.797 5.460 -0.209
H 3.642 -5.373 -0.600
O 3.636 -4.900 -1.418
H 3.215 -4.005 2.902
H 4.692 -3.428 2.426
O 3.946 -4.002 2.278
H 0.513 1.339 -4.531
H -0.169 0.216 -5.526
O 0.470 0.418 -4.833
H 2.950 3.263 1.248
H 3.996 4.495 1.174
O 3.121 4.163 0.969
H -0.291 -3.399 -0.158
H -1.006 -4.767 -0.685
O -0.750 -3.768 -0.915
H -2.643 -0.113 2.057
H -3.159 -0.437 0.680
O -3.320 -0.655 1.629
H 1.044 3.696 -4.107
H -0.442 3.300 -4.199
O 0.398 3.041 -3.804
H 2.651 -2.920 0.584
O 1.693 -2.950 0.689
H 5.407 -1.065 2.894
H 5.039 0.359 2.378
O 4.951 -0.242 3.120
H 0.304 4.822 0.428
O -0.572 5.163 0.753
H -5.146 0.714 -1.323
H -5.610 1.639 -2.169
O -5.935 0.752 -1.912
H 3.309 1.835 -2.676
H 2.504 2.378 -1.598
O 3.369 2.534 -1.998
H 1.075 -6.501 1.783
H 1.021 -4.878 1.792
O 0.769 -5.703 2.209
H -5.035 -1.239 -2.896
H -5.155 -0.993 -4.302
O -4.451 -1.200 -3.671
H -2.543 -1.027 -2.555
H -1.354 -0.346 -1.993
O -2.085 -0.905 -1.703
H -1.998 -0.633 4.545
H -3.223 -0.883 5.270
O -2.572 -1.385 4.717
H 2.231 4.946 2.297
H 0.811 4.653 3.174
O 1.458 5.247 2.798
H -1.544 -1.952 1.497
H -1.972 -2.586 2.765
O -1.362 -1.898 2.469
H -1.052 3.013 1.585
H 0.330 2.525 2.036
O -0.355 2.364 1.359
H -2.146 -6.127 0.408
H -0.616 -5.824 1.026
O -1.463 -5.515 0.684
H 1.806 -0.172 2.640
O 1.048 0.416 2.682
H 1.211 0.101 -0.396
H 1.731 -1.115 0.084
O 1.887 -0.170 0.282
H 1.508 -2.806 1.652
H -3.926 -2.447 1.846
H -0.112 5.886 1.206
H -0.546 1.267 -0.346
H 3.170 -4.968 -2.241
H 0.870 0.597 1.686
O -0.626 5.560 -2.730
H -1.125 5.461 -1.911
H -1.227 5.905 -3.403
O 0.207 3.132 3.721
H 0.413 2.224 3.454
H 0.552 3.284 4.616
O -3.532 1.449 -2.430
H -3.578 0.744 -3.085
H -2.683 1.834 -2.223
O 3.421 0.839 5.379
H 3.430 1.646 4.867
H 4.056 0.195 5.014
O 3.099 4.861 -3.274
H 2.991 4.563 -2.370
H 2.351 5.404 -3.526
O 0.582 -2.720 -3.243
H 0.546 -3.025 -2.320
H 1.396 -2.221 -3.344
O -3.563 2.370 0.179
H -3.350 3.319 0.209
H -3.313 2.080 1.059

4.
22
Properties=species:S:1:pos:R:3 method="wB97M-V/def2-TZVPD" e_lumo_ev="-12.710 / -12.654" multiplicity=1 total_charge=+2 homo_energy_ev="-16.2 / -16.3"
Cl 0.088 3.648 -2.377
C -1.947 -0.656 -1.497
C -1.193 -1.882 -1.484
C 0.107 -1.595 -2.038
H -1.583 -2.871 -1.270
C 0.143 -0.187 -2.379
C -1.113 0.372 -2.018
H -1.369 1.422 -2.212
H -3.012 -0.569 -1.265
H 0.884 -2.308 -2.315
C 1.266 0.485 -3.062
Pb 0.149 -0.648 0.324
C 2.323 1.098 0.205
O 3.278 1.681 0.440
C -1.067 1.574 1.372
O -1.603 2.415 1.934
H 2.239 0.100 -2.732
H 1.215 1.580 -2.908
H 1.209 0.312 -4.150
O 0.014 -2.630 2.412
H 0.672 -2.817 3.112
H -0.818 -3.008 2.763

Here are the calculated E_tot numbers, same order: -454.06607 -288.73326 -3057.43158 -1188.16430 (a.u.).